1.
Entry from OMol25: a structure of composition C7H9NO2Tc (ωB97M-V/def2-TZVPD).

Geometry as ORCA input:
```
! wB97M-V def2-TZVPD RIJCOSX def2/J DEFGRID3
* xyz 2 4
Tc -0.06 -0.07 -0.77
C 0.72 -0.15 -2.72
H 1.82 -0.06 -2.69
H 0.50 -1.08 -3.28
H 0.36 0.68 -3.36
H -1.51 0.21 0.13
H -1.70 0.44 -0.68
O 2.44 2.58 0.88
C 1.67 1.67 0.63
O 0.96 1.52 -0.51
C 1.40 0.59 1.64
C 1.74 0.68 3.00
C 1.33 -0.34 3.85
C 0.64 -1.44 3.31
C 0.35 -1.49 1.94
N 0.72 -0.46 1.13
H 2.30 1.55 3.30
H 1.55 -0.30 4.92
H 0.31 -2.26 3.94
H -0.20 -2.30 1.46
*
```

## Properties
⟨S²⟩ = 3.77
HOMO (alpha / beta) = -18.5 / -18.4 eV
Relative energy (zero: lowest compared OMol25 entry of this formula, charge and spin) = 0.0 kJ/mol
Gap between HOMO and LUMO (alpha / beta) = 0.24490 / 0.22996 Ha
Molecular weight = 237.154 g/mol

Results of the natural (NBO) charge analysis, in e, for atoms 1 through 5: number 1, Tc, carries 1.462; number 2, C, carries -0.835; number 3, H, carries 0.298; number 4, H, carries 0.285; number 5, H, carries 0.308

***

2.
Entry from OMol25: an isolated molecule of C7H9NO3 (ωB97M-V/def2-TZVPD).

Geometry as ORCA input:
```
! wB97M-V def2-TZVPD RIJCOSX def2/J DEFGRID3
* xyz 0 1
C -1.32 0.24 -0.06
C -0.07 1.01 -0.67
C -2.45 0.82 0.19
C -1.53 -1.26 -0.20
C 2.22 0.53 -1.28
C 1.45 0.36 1.18
C 1.07 0.16 -0.33
N -2.33 -1.76 0.86
O -3.46 1.28 0.48
O -1.06 -2.00 -1.02
O -0.15 2.09 -1.09
H 2.11 0.05 -2.19
H 3.10 -0.03 -0.90
H 2.38 1.58 -1.38
H 2.56 0.74 1.24
H 1.26 -0.44 1.85
H 0.85 1.21 1.52
H 0.68 -0.89 -0.48
H -2.71 -1.07 1.58
H -2.62 -2.63 0.70
*
```

## Properties
SMILES string = CC(C)C(=O)C(=C=O)C(N)=O
HOMO = -9.9 eV
Relative energy (zero: lowest compared OMol25 entry of this formula, charge and spin) = 111.2 kJ/mol
Gap between HOMO and LUMO = 0.38127 Ha
Molecular weight = 155.153 g/mol

Results of the natural (NBO) charge analysis, in e, for atoms 1 through 5: number 1, C, carries -0.611; number 2, C, carries 0.670; number 3, C, carries 0.791; number 4, C, carries 0.697; number 5, C, carries -0.606

***

3.
Entry from OMol25: an isolated molecule of C7H9NO3S (ωB97M-V/def2-TZVPD).

Geometry as ORCA input:
```
! wB97M-V def2-TZVPD RIJCOSX def2/J DEFGRID3
* xyz 0 1
C -0.37 -0.03 -0.86
C -1.42 0.41 0.24
C -2.72 0.66 -0.28
C -3.72 1.03 0.66
C -3.43 1.28 1.99
C -2.12 1.02 2.43
C -1.17 0.56 1.56
H 2.37 -0.03 -2.89
H 2.11 -1.81 -2.70
H -0.70 -0.87 -1.12
H -0.15 0.65 -1.59
H -2.97 0.69 -1.24
H -4.83 1.27 0.29
H -4.04 1.72 2.63
H -2.08 1.10 3.58
H -0.18 0.50 2.12
N 1.85 -0.78 -2.31
O 2.39 -2.05 -0.25
O 3.22 0.27 -0.47
O 0.89 -0.18 -0.02
S 2.20 -0.73 -0.71
*
```

## Properties
SMILES string = NS(=O)(=O)OCc1ccccc1
HOMO = -9.4 eV
Relative energy (zero: lowest compared OMol25 entry of this formula, charge and spin) = 258.2 kJ/mol
Gap between HOMO and LUMO = 0.35990 Ha
Molecular weight = 187.220 g/mol

Results of the natural (NBO) charge analysis, in e, for atoms 1 through 5: number 1, C, carries -0.017; number 2, C, carries -0.031; number 3, C, carries -0.224; number 4, C, carries -0.180; number 5, C, carries -0.224

***

4.
Entry from OMol25: an isolated molecule of C7H9O2P (ωB97M-V/def2-TZVPD).

Geometry as ORCA input:
```
! wB97M-V def2-TZVPD RIJCOSX def2/J DEFGRID3
* xyz 0 1
C -0.18 1.97 0.04
C 1.02 1.52 -0.54
C -1.39 1.38 0.38
C 1.46 0.21 -0.66
C -2.20 0.40 -0.18
C 1.14 -0.89 0.11
C 2.00 -2.08 0.11
O -4.25 -1.14 -0.33
O 0.29 -1.02 1.10
P -3.88 0.08 0.40
H -0.10 3.00 0.26
H 1.65 2.39 -0.81
H -2.06 1.94 1.06
H 2.19 -0.05 -1.42
H -1.76 -0.24 -0.93
H 1.55 -2.82 -0.63
H 1.90 -2.58 1.15
H 3.01 -1.85 -0.28
H -0.40 -0.22 1.18
*
```

## Properties
SMILES string = C/C(O)=C/C=C\C=C\P=O
HOMO = -8.1 eV
Relative energy (zero: lowest compared OMol25 entry of this formula, charge and spin) = 267.8 kJ/mol
Gap between HOMO and LUMO = 0.25699 Ha
Molecular weight = 156.121 g/mol

Results of the natural (NBO) charge analysis, in e, for atoms 1 through 5: number 1, C, carries -0.338; number 2, C, carries -0.089; number 3, C, carries -0.215; number 4, C, carries -0.427; number 5, C, carries -0.670

***

5.
Entry from OMol25: a cluster of 16 separate species, C80H208N16O24 in total (ωB97M-V/def2-TZVPD).

Geometry as ORCA input:
```
! wB97M-V def2-TZVPD RIJCOSX def2/J DEFGRID3
* xyz 0 1
C -2.80 -0.59 4.41
O -3.30 0.34 5.38
C -2.92 0.12 6.74
C -3.19 1.41 7.59
N -2.75 1.36 8.93
C -3.42 0.32 9.74
C -2.85 0.25 11.15
O -1.51 -0.10 11.08
C -0.86 -0.05 12.34
H -2.95 -1.63 4.70
H -1.71 -0.49 4.36
H -3.14 -0.39 3.39
H -1.90 -0.25 6.81
H -3.50 -0.74 7.08
H -4.26 1.54 7.44
H -2.74 2.21 7.02
H -1.75 1.22 8.92
H -3.27 -0.64 9.26
H -4.49 0.54 9.78
H -3.35 -0.60 11.61
H -3.07 1.12 11.78
H 0.15 -0.47 12.32
H -1.36 -0.75 13.01
H -0.94 0.87 12.93
C -4.17 4.86 -5.60
O -2.85 4.32 -5.81
C -1.76 4.92 -5.18
C -0.36 4.54 -5.78
N 0.33 3.48 -5.07
C 0.98 2.64 -6.01
C 1.76 1.55 -5.30
O 2.14 0.45 -6.15
C 2.75 -0.66 -5.57
H -4.21 5.76 -6.21
H -4.39 5.12 -4.56
H -4.95 4.21 -6.00
H -1.74 4.66 -4.13
H -1.88 6.01 -5.21
H 0.26 5.44 -5.72
H -0.38 4.43 -6.86
H -0.46 2.96 -4.71
H 1.71 3.15 -6.63
H 0.27 2.13 -6.66
H 1.18 1.13 -4.48
H 2.67 1.92 -4.82
H 3.36 -1.03 -6.40
H 2.05 -1.45 -5.31
H 3.45 -0.46 -4.76
C -3.18 -4.45 2.28
O -1.96 -4.56 1.60
C -0.78 -4.29 2.36
C -0.24 -5.60 2.90
N 0.26 -6.42 1.75
C 0.66 -7.76 2.11
C 0.68 -8.69 0.83
O -0.42 -8.59 0.02
C -0.41 -9.38 -1.18
H -3.39 -3.44 2.61
H -3.23 -5.05 3.19
H -4.01 -4.76 1.64
H -0.95 -3.52 3.10
H -0.11 -3.89 1.60
H -1.02 -6.24 3.31
H 0.59 -5.45 3.59
H -0.40 -6.36 0.99
H -0.06 -8.29 2.73
H 1.62 -7.89 2.61
H 0.74 -9.73 1.17
H 1.58 -8.47 0.26
H -0.36 -10.47 -1.14
H 0.35 -8.99 -1.86
H -1.32 -9.22 -1.75
C -2.15 6.78 2.30
O -2.48 8.16 2.65
C -3.62 8.34 3.54
C -3.90 9.81 3.82
N -2.85 10.43 4.63
C -3.00 10.16 6.05
C -1.85 10.90 6.78
O -1.93 10.79 8.16
C -2.92 11.64 8.76
H -1.59 6.86 1.37
H -3.02 6.13 2.17
H -1.47 6.38 3.05
H -3.39 7.78 4.44
H -4.49 7.88 3.06
H -4.89 9.89 4.28
H -3.92 10.27 2.83
H -1.98 10.10 4.23
H -3.02 9.11 6.35
H -3.95 10.56 6.41
H -1.79 11.95 6.50
H -0.92 10.53 6.36
H -3.92 11.45 8.36
H -2.73 12.69 8.53
H -2.89 11.48 9.84
C 2.76 2.06 2.37
O 3.83 1.85 1.49
C 3.55 1.28 0.16
C 2.81 2.24 -0.85
N 1.36 2.38 -0.55
C 0.81 3.58 -1.20
C 1.23 4.91 -0.41
O 0.74 4.72 0.96
C 1.20 5.66 1.86
H 2.01 1.27 2.40
H 2.15 2.91 2.05
H 3.04 2.31 3.39
H 3.09 0.31 0.31
H 4.49 0.99 -0.32
H 2.91 1.82 -1.85
H 3.38 3.17 -0.93
H 1.25 2.51 0.44
H -0.28 3.56 -1.31
H 1.19 3.75 -2.20
H 0.73 5.76 -0.87
H 2.28 5.18 -0.39
H 0.76 5.46 2.83
H 0.99 6.68 1.55
H 2.29 5.64 1.95
C -0.97 1.80 2.33
O -0.29 0.81 1.63
C -1.16 -0.22 1.19
C -0.36 -1.07 0.11
N -0.07 -0.30 -1.14
C 1.07 -0.88 -1.86
C 0.88 -2.37 -2.27
O 2.01 -2.64 -3.12
C 1.96 -3.89 -3.81
H -1.80 2.25 1.78
H -0.25 2.59 2.54
H -1.37 1.46 3.29
H -2.10 0.19 0.83
H -1.37 -0.90 2.01
H -0.93 -1.95 -0.17
H 0.54 -1.37 0.65
H 0.20 0.63 -0.85
H 1.92 -0.63 -1.22
H 1.23 -0.41 -2.83
H -0.04 -2.41 -2.85
H 0.81 -3.04 -1.42
H 2.83 -4.09 -4.43
H 1.04 -3.94 -4.40
H 2.02 -4.69 -3.07
C -1.84 -4.84 -1.58
O -2.07 -4.85 -2.98
C -2.70 -3.75 -3.44
C -2.69 -3.89 -4.97
N -3.59 -4.99 -5.28
C -3.45 -5.36 -6.67
C -4.35 -6.52 -7.14
O -3.86 -7.68 -6.45
C -4.80 -8.73 -6.55
H -0.99 -4.21 -1.31
H -1.72 -5.90 -1.32
H -2.64 -4.40 -0.99
H -2.15 -2.83 -3.24
H -3.71 -3.54 -3.07
H -1.65 -4.05 -5.24
H -3.01 -2.96 -5.44
H -3.34 -5.82 -4.77
H -2.40 -5.61 -6.82
H -3.59 -4.49 -7.30
H -4.21 -6.76 -8.20
H -5.41 -6.34 -6.94
H -5.69 -8.49 -5.98
H -4.35 -9.59 -6.06
H -5.01 -9.04 -7.57
C -0.48 -7.55 -4.50
O 0.35 -8.75 -4.45
C 1.71 -8.60 -4.89
C 2.50 -7.81 -3.75
N 3.85 -7.49 -4.26
C 4.60 -6.73 -3.26
C 5.99 -6.36 -3.88
O 5.94 -5.45 -4.95
C 7.15 -4.77 -5.22
H -0.20 -6.74 -3.82
H -1.55 -7.71 -4.33
H -0.39 -7.21 -5.53
H 1.70 -8.01 -5.81
H 2.22 -9.52 -5.16
H 2.52 -8.32 -2.79
H 1.91 -6.93 -3.48
H 3.84 -6.93 -5.10
H 4.70 -7.24 -2.30
H 4.14 -5.79 -2.93
H 6.36 -7.31 -4.26
H 6.77 -6.08 -3.18
H 7.15 -3.87 -4.60
H 7.08 -4.56 -6.29
H 8.02 -5.39 -5.06
C 5.68 -2.63 -1.98
C 5.60 -2.79 -0.45
C 5.58 -4.26 0.02
O 4.44 -4.92 -0.58
C 3.12 -4.59 -0.07
N 6.81 -2.15 -0.03
H 4.78 -3.05 -2.43
H 6.51 -3.17 -2.43
H 5.81 -1.57 -2.21
H 4.75 -2.26 -0.03
H 5.49 -4.34 1.11
H 6.51 -4.77 -0.24
H 2.41 -4.66 -0.90
H 3.16 -3.59 0.35
H 2.84 -5.34 0.68
H 6.65 -2.15 0.97
H 7.55 -2.81 -0.20
C 2.08 -1.88 3.51
C 2.14 -1.68 5.03
C 1.39 -0.50 5.58
O 1.83 0.68 5.02
C 0.89 1.77 5.29
N 1.70 -2.88 5.79
H 2.74 -2.67 3.15
H 2.34 -0.93 3.03
H 1.08 -2.21 3.23
H 3.19 -1.59 5.28
H 1.57 -0.54 6.66
H 0.31 -0.60 5.47
H 1.20 2.70 4.81
H 0.89 1.88 6.37
H -0.16 1.58 5.05
H 2.38 -3.60 5.56
H 1.90 -2.77 6.77
C -7.17 6.71 4.35
C -6.90 5.53 5.34
C -5.40 5.18 5.27
O -5.08 4.52 4.02
C -3.79 3.86 4.03
N -7.20 6.14 6.59
H -8.26 6.78 4.38
H -6.90 6.42 3.34
H -6.75 7.71 4.49
H -7.52 4.64 5.21
H -5.09 4.49 6.05
H -4.77 6.05 5.42
H -3.66 3.50 3.01
H -3.82 3.05 4.76
H -3.08 4.65 4.26
H -6.89 7.09 6.79
H -8.21 6.20 6.58
C -0.17 6.88 5.59
C 1.05 7.07 6.57
C 2.24 6.13 6.44
O 1.85 4.85 6.96
C 2.94 3.99 7.00
N 1.44 8.44 6.36
H -1.13 7.32 5.88
H -0.40 5.82 5.52
H 0.08 7.16 4.57
H 0.78 7.01 7.62
H 3.10 6.53 6.98
H 2.46 6.02 5.38
H 3.87 4.45 7.34
H 3.24 3.49 6.08
H 2.70 3.15 7.66
H 2.09 8.62 7.11
H 2.00 8.49 5.52
C 8.16 3.49 -2.97
C 6.89 2.81 -3.43
C 6.80 1.28 -3.26
O 7.69 0.58 -4.10
C 7.41 -0.71 -4.53
N 5.82 3.46 -2.74
H 8.44 3.09 -1.99
H 8.12 4.57 -2.94
H 9.03 3.24 -3.57
H 6.89 3.04 -4.50
H 5.76 1.10 -3.53
H 6.98 0.87 -2.27
H 8.07 -1.06 -5.33
H 6.35 -0.80 -4.81
H 7.58 -1.38 -3.69
H 5.00 3.43 -3.33
H 6.15 4.41 -2.64
C 4.46 -3.60 -7.50
C 3.28 -4.52 -7.16
C 2.43 -4.88 -8.40
O 1.63 -3.77 -8.83
C 0.19 -3.93 -8.93
N 3.80 -5.76 -6.57
H 4.13 -2.79 -8.15
H 5.20 -4.12 -8.10
H 4.93 -3.22 -6.60
H 2.59 -4.00 -6.49
H 1.65 -5.56 -8.03
H 3.08 -5.27 -9.18
H -0.21 -3.02 -9.38
H -0.30 -4.02 -7.96
H -0.09 -4.74 -9.62
H 4.06 -6.33 -7.36
H 4.66 -5.48 -6.12
C -3.96 1.21 -4.09
C -2.64 0.51 -3.61
C -1.61 0.19 -4.71
O -2.22 -0.48 -5.83
C -1.36 -0.84 -6.93
N -2.11 1.28 -2.50
H -4.72 1.10 -3.32
H -4.48 0.85 -4.97
H -3.90 2.27 -4.31
H -2.99 -0.45 -3.23
H -0.78 -0.39 -4.32
H -1.19 1.12 -5.08
H -1.47 -0.11 -7.74
H -1.72 -1.80 -7.29
H -0.32 -1.01 -6.68
H -1.41 0.71 -2.05
H -2.81 1.33 -1.78
C -4.13 -1.08 -0.50
C -4.78 -0.15 0.52
C -5.05 1.31 0.05
O -3.81 2.03 -0.35
C -4.02 3.40 -0.77
N -6.04 -0.79 0.90
H -3.11 -0.70 -0.64
H -4.62 -1.11 -1.47
H -4.08 -2.13 -0.21
H -4.18 0.04 1.42
H -5.45 1.94 0.84
H -5.73 1.20 -0.79
H -4.58 4.02 -0.07
H -4.63 3.29 -1.67
H -3.07 3.91 -0.93
H -6.75 -0.80 0.18
H -6.58 -0.32 1.61
*
```

## Properties
HOMO = -8.1 eV
Relative energy (zero: lowest compared OMol25 entry of this formula, charge and spin) = 386.0 kJ/mol
Gap between HOMO and LUMO = 0.31735 Ha
Molecular weight = 1778.632 g/mol

Results of the Löwdin charge analysis, in e, for atoms 1 through 5: number 1, C, carries -0.098; number 2, O, carries -0.204; number 3, C, carries -0.207; number 4, C, carries -0.223; number 5, N, carries -0.055